(1)
This record from the OMol25 dataset describes CH12BaO9 as an isolated structure at a distorted geometry. The level of theory is ωB97M-V/def2-TZVPD.

```
23
Properties=species:S:1:pos:R:3:forces:R:3:mulliken_charge:R:1
Ba 0.1427 0.1143 0.0765 -1.20 -1.63 -2.58 1.62
C -0.8678 -2.2190 -2.1080 -3.21 0.55 -3.15 0.66
O -1.4632 -3.0804 -2.7474 -0.27 -2.84 -0.95 -0.78
O -0.6043 -2.3095 -0.9087 2.67 -0.43 6.83 -0.85
O -0.7778 -1.0703 -2.6232 1.71 4.62 -0.92 -0.79
O -1.1992 -0.7319 2.3005 -0.19 0.10 0.30 -0.51
H -1.7215 -1.4602 2.6367 -0.27 -0.40 -0.20 0.24
H -0.7076 -0.4186 3.0597 0.18 -0.20 0.19 0.28
O -0.3131 1.8597 2.2267 0.30 0.19 0.09 -0.46
H -0.6611 1.5489 3.0625 -0.27 0.06 0.14 0.25
H -0.4872 2.8010 2.2295 -0.05 0.33 -0.05 0.24
O 2.4891 -0.6763 -1.0172 0.48 0.20 0.39 -0.55
H 2.9958 -0.4574 -1.7992 -0.05 0.12 -0.28 0.24
H 2.3899 -1.6276 -1.0540 -0.34 -0.54 -0.22 0.32
O 1.7568 -0.6102 2.1364 0.13 0.14 0.29 -0.56
H 1.8991 -1.5489 2.0146 0.10 -0.48 -0.12 0.33
H 1.9696 -0.4526 3.0563 0.19 0.15 0.22 0.24
O -2.1693 1.4734 -0.6665 0.00 0.35 0.51 -0.57
H -2.7868 0.9534 -1.1808 -0.09 -0.54 -0.33 0.31
H -2.0332 2.2665 -1.1849 0.08 0.18 -0.22 0.29
O 0.6301 1.6908 -2.1737 0.24 0.57 0.39 -0.48
H 1.2855 2.3771 -2.2982 0.22 0.25 -0.04 0.24
H 0.2335 1.5781 -3.0375 -0.37 -0.74 -0.28 0.28
```
Forces are in eV/Å.

The calculation puts the HOMO energy at -0.165 Eh. The energy above the lowest of the compared OMol25 structures with the same formula, charge and spin is 24.3 kcal per mole. As for the multiplicity: 1. The HOMO-LUMO gap comes out at 3.34 eV. The electronic energy comes out at -747.9876 a.u.

---

(2)
This record from the OMol25 dataset describes a 2-piece molecular cluster, C6H5BrN2O overall at a distorted geometry. The level of theory is ωB97M-V/def2-TZVPD.

```
15
Properties=species:S:1:pos:R:3:forces:R:3:mulliken_charge:R:1
C 0.7514 -1.0891 -1.0074 0.76 1.32 0.10 -0.68
C 0.9718 -2.2741 -0.3986 0.79 0.25 1.28 -0.29
C 1.2951 -0.0846 -0.1879 0.48 -1.49 0.05 0.29
C -2.5191 1.9866 0.5502 -2.91 -1.56 0.30 -0.60
C 1.5205 1.1886 -0.4892 -0.34 3.15 0.23 0.53
C -1.6746 1.0875 0.1134 -1.01 -0.78 0.13 0.10
N 1.5792 -2.1162 0.7760 -0.01 -0.72 0.63 -0.70
N 1.9061 -0.7843 0.9066 -0.92 0.32 -1.54 -0.06
O 1.5431 2.3620 -0.5986 0.21 -1.85 -0.10 -0.39
Br -2.0625 -0.7275 -0.2129 -0.27 0.64 0.21 -0.07
H 0.3095 -0.9714 -1.9234 -0.91 0.47 -1.98 0.58
H 0.6297 -3.1737 -0.8497 0.14 -0.97 0.41 0.46
H -3.6644 1.9659 0.8265 2.12 -1.11 -0.76 0.23
H -2.2945 2.9613 0.7151 1.61 2.85 0.27 0.31
H 1.7086 -0.3310 1.7799 0.24 -0.53 0.75 0.31
```
Forces are in eV/Å.

The calculation puts the HOMO energy (spin up / spin down) at -0.251 / -0.340 Eh. The energy above the lowest of the compared OMol25 structures with the same formula, charge and spin is 80.0 kcal per mole. As for the multiplicity: 1. The HOMO-LUMO gap (spin up / spin down) comes out at 5.29 / 9.02 eV. The electronic energy comes out at -2990.1591 a.u.

---

(3)
This record from the OMol25 dataset describes an isolated ion of composition C8H10NOS and charge +1 at a distorted geometry. The level of theory is ωB97M-V/def2-TZVPD.

```
21
Properties=species:S:1:pos:R:3:forces:R:3:mulliken_charge:R:1
C 1.2180 1.9031 1.4260 -1.44 -0.64 3.34 -1.44
C 0.6831 0.5443 1.0866 -0.57 2.62 -3.18 0.38
O 1.6546 -0.4867 1.1416 0.11 0.99 0.77 -0.33
C 1.6790 -1.2895 0.1342 -2.34 -1.68 -1.86 0.18
S 2.3937 -2.7087 -0.0364 0.54 0.11 0.05 -0.21
C 0.5110 -0.8290 -0.9710 -1.17 1.43 4.36 -0.44
C -0.6593 -1.7180 -0.9635 0.73 -2.69 -0.83 -0.13
N -1.9065 -1.3715 -0.7572 2.71 -1.55 0.01 0.05
C -2.3147 -0.0656 -0.5737 4.97 2.38 -0.37 -0.50
C -1.3484 0.9002 -0.5870 0.80 -2.12 1.01 -0.70
C 0.1431 0.6187 -0.4352 0.05 -3.00 -0.70 -0.16
H 1.7950 2.2052 0.6360 1.45 1.63 -1.53 0.42
H 1.7737 1.7504 2.3312 1.14 0.00 0.31 0.41
H 0.4570 2.6060 1.8992 0.50 -0.69 -1.64 0.34
H -0.1352 0.4277 1.7103 -1.50 -1.48 1.39 0.38
H 1.0267 -0.7548 -1.8450 1.14 -0.48 -2.74 0.51
H -0.4837 -2.8622 -1.2049 -0.38 2.43 0.65 0.36
H -2.4553 -2.2073 -0.7316 -1.39 0.15 0.08 0.30
H -3.2690 0.2090 -0.5635 -3.99 0.40 -0.03 0.53
H -1.5111 1.9328 -0.5556 -1.17 1.26 0.01 0.48
H 0.7483 1.1961 -1.1404 -0.17 0.94 0.92 0.56
```
Forces are in eV/Å.

The calculation puts the HOMO energy at -0.462 Eh. As for the SMILES: C[C@@H]1OC(=S)[C@H]2C=[NH+]C=C[C@@H]12. The energy above the lowest of the compared OMol25 structures with the same formula, charge and spin is 33.6 kcal per mole. Its charge is +1. As for the multiplicity: 1. The HOMO-LUMO gap comes out at 7.20 eV. The electronic energy comes out at -838.6706 a.u.

---

(4)
This record from the OMol25 dataset describes a 2-piece molecular cluster, C4H5N3 overall at a distorted geometry. The level of theory is ωB97M-V/def2-TZVPD.

```
12
Properties=species:S:1:pos:R:3:forces:R:3:mulliken_charge:R:1
C 0.6173 1.5098 0.4333 0.06 0.16 -1.17 0.39
C 1.9505 -0.5315 0.1228 1.99 -0.66 -1.74 0.35
C -1.4464 -0.1220 -0.5669 0.10 -1.50 -0.36 -0.69
C 1.1377 0.2867 0.8237 -4.28 -0.69 2.31 -0.13
N -0.0994 2.2442 -0.0831 0.17 1.44 0.08 -0.53
N 2.6298 -1.1848 -0.5230 0.62 -0.79 -0.45 -0.40
N -0.6586 -0.7875 0.4060 2.18 -1.45 0.44 -0.50
H -1.2474 -0.4751 -1.5643 -0.31 -0.45 -0.61 0.31
H -2.4628 -0.3138 -0.2299 -0.37 0.49 -0.28 0.26
H -1.2260 0.9089 -0.6496 -0.37 1.47 0.43 0.38
H 1.1436 0.1840 1.9017 0.05 -0.32 0.08 0.28
H -0.3384 -1.7188 -0.0706 0.18 2.28 1.27 0.30
```
Forces are in eV/Å.

The calculation puts the HOMO energy (spin up / spin down) at -0.355 / -0.356 Eh. The energy above the lowest of the compared OMol25 structures with the same formula, charge and spin is 114.2 kcal per mole. As for the multiplicity: 1. The HOMO-LUMO gap (spin up / spin down) comes out at 8.39 / 8.39 eV. The electronic energy comes out at -319.5302 a.u.

---

(5)
This record from the OMol25 dataset describes one molecule with the formula C27H27N3O3. The level of theory is ωB97M-V/def2-TZVPD.

```
60
Properties=species:S:1:pos:R:3:forces:R:3:mulliken_charge:R:1
C 0.0103 5.2992 1.4615 -0.03 0.01 0.08 -1.49
C -0.5651 3.9846 1.8944 -0.08 -0.02 -0.04 0.56
C -1.9383 3.7747 1.8928 0.10 0.05 -0.02 -0.58
C -2.4711 2.5673 2.3058 0.02 -0.09 0.09 -0.60
C -1.6419 1.5431 2.7404 -0.10 0.01 0.07 0.69
C -2.2075 0.2007 3.1306 -0.10 0.07 -0.15 -1.59
N -1.8394 -0.8058 2.1510 0.16 -0.05 0.51 0.00
C -2.5329 -0.9573 1.0099 0.37 -0.59 -0.16 0.23
O -3.6148 -0.4585 0.7852 -0.35 0.26 -0.12 -0.69
C -1.7992 -1.8710 0.0030 -0.26 0.15 0.15 0.21
C -2.7075 -2.2308 -1.1758 0.27 -0.08 0.21 -1.14
C -1.9692 -3.0204 -2.2042 -0.14 -0.27 0.13 0.70
C -1.7728 -4.3705 -2.2201 -0.21 0.27 0.19 -0.74
N -0.9927 -4.7235 -3.2879 0.14 -0.41 -0.09 0.00
C -0.6636 -3.5998 -3.9876 0.00 0.54 -0.07 -0.74
C 0.1063 -3.4419 -5.1331 0.05 -0.04 -0.07 -0.79
C 0.2688 -2.1640 -5.6220 0.06 -0.13 -0.07 -0.52
C -0.3258 -1.0657 -4.9942 -0.01 0.25 -0.01 -1.05
C -1.0907 -1.2155 -3.8600 0.00 -0.05 -0.04 -0.10
C -1.2646 -2.4967 -3.3331 0.15 -0.40 -0.24 1.08
N -0.6043 -1.1946 -0.4731 -0.17 0.10 -0.27 0.27
C 0.5801 -1.2861 0.1532 0.03 0.21 -0.33 0.54
O 0.7420 -1.7803 1.2509 0.22 -0.24 0.36 -0.75
O 1.5637 -0.7559 -0.5995 -0.20 0.01 -0.13 -0.43
C 2.8878 -0.8368 -0.0616 0.24 -0.15 0.25 -1.37
C 3.2096 0.3174 0.8513 -0.11 -0.12 -0.12 0.71
C 3.1432 0.1646 2.2297 0.03 -0.03 -0.03 -0.20
C 3.4552 1.2231 3.0653 0.02 0.02 0.09 -0.43
C 3.8324 2.4431 2.5295 0.06 0.03 0.03 -0.54
C 3.8843 2.6058 1.1546 0.04 0.11 -0.05 -0.41
C 3.5715 1.5485 0.3193 -0.01 -0.06 0.04 -0.53
C -0.2679 1.7474 2.7398 -0.12 0.04 0.04 0.01
C 0.2616 2.9540 2.3227 0.03 0.00 -0.01 -0.42
H -0.0081 6.0058 2.2921 0.04 0.11 -0.01 0.31
H 1.0423 5.1819 1.1394 0.07 0.05 -0.05 0.33
H -0.5697 5.7265 0.6464 0.01 0.07 -0.07 0.38
H -2.5971 4.5632 1.5573 -0.07 0.09 -0.05 0.39
H -3.5394 2.4125 2.2817 -0.13 -0.05 -0.01 0.36
H -1.8274 -0.1171 4.1047 -0.09 0.02 -0.06 0.42
H -3.2985 0.2463 3.1586 0.13 -0.01 0.12 0.42
H -0.8943 -1.1727 2.1836 -0.10 -0.05 -0.10 0.22
H -1.4768 -2.7778 0.5308 -0.06 0.11 -0.12 0.33
H -3.5531 -2.7998 -0.7877 -0.04 0.14 -0.02 0.52
H -3.0972 -1.3070 -1.6060 -0.12 -0.02 0.04 0.30
H -2.1426 -5.1158 -1.5419 -0.07 -0.14 0.12 0.46
H -0.7147 -5.6608 -3.5223 -0.04 0.12 0.03 0.18
H 0.5587 -4.2925 -5.6218 0.06 -0.06 -0.07 0.39
H 0.8618 -2.0044 -6.5103 0.05 -0.01 -0.07 0.39
H -0.1803 -0.0817 -5.4150 0.00 0.08 -0.02 0.40
H -1.5615 -0.3575 -3.3999 -0.06 0.11 0.03 0.51
H -0.6227 -0.7910 -1.3970 0.15 -0.03 0.06 0.20
H 3.5409 -0.8318 -0.9378 -0.10 -0.02 0.12 0.52
H 2.9907 -1.7840 0.4779 0.05 0.15 -0.15 0.42
H 2.8428 -0.7866 2.6434 -0.04 -0.10 0.02 0.39
H 3.4047 1.0968 4.1368 0.00 -0.02 0.09 0.37
H 4.0821 3.2670 3.1824 0.01 0.06 0.05 0.37
H 4.1714 3.5582 0.7329 0.03 0.07 -0.03 0.42
H 3.6121 1.6731 -0.7530 0.02 0.02 -0.13 0.43
H 0.3960 0.9571 3.0608 0.10 -0.11 0.04 0.46
H 1.3326 3.0936 2.3253 0.08 0.01 -0.02 0.26
```
Forces are in eV/Å.

The calculation puts the HOMO energy at -0.295 Eh. As for the SMILES: Cc1ccc(CNC(=O)[C@@H](Cc2c[nH]c3ccccc23)NC(=O)OCc2ccccc2)cc1. The energy above the lowest of the compared OMol25 structures with the same formula, charge and spin is 9.0 kcal per mole. As for the multiplicity: 1. The HOMO-LUMO gap comes out at 8.73 eV. The electronic energy comes out at -1435.1498 a.u.

---

(6)
This record from the OMol25 dataset describes a 2-piece molecular cluster, CH6FN2PS overall at a distorted geometry. The level of theory is ωB97M-V/def2-TZVPD.

```
12
Properties=species:S:1:pos:R:3:forces:R:3:mulliken_charge:R:1
C -2.1674 0.7398 0.2415 -0.87 2.32 1.27 -0.81
N 0.1291 -0.9741 1.2764 -0.51 2.91 -2.17 -0.56
N 1.6551 -0.9879 -1.1348 -0.62 0.62 1.73 -0.50
F 2.9158 1.5811 0.1935 -1.74 -1.32 -0.16 -0.72
P 0.6711 -0.1981 0.0285 1.19 -1.67 0.00 0.84
S -0.8085 0.7924 -0.9520 0.06 0.33 -0.39 -0.04
H -2.6996 -0.2208 0.3226 1.06 0.11 0.56 0.33
H -3.0040 1.3893 -0.1810 1.42 -0.40 0.15 0.32
H -1.7870 1.3364 1.1953 -1.11 -1.94 -1.72 0.31
H 0.7211 -1.6637 1.6069 1.53 -1.74 1.12 0.25
H 2.4916 -1.4322 -0.6908 -0.81 0.87 -0.65 0.30
H 1.8826 -0.3621 -1.9062 0.41 -0.10 0.26 0.29
```
Forces are in eV/Å.

The calculation puts the HOMO energy at -0.337 Eh. The energy above the lowest of the compared OMol25 structures with the same formula, charge and spin is 54.2 kcal per mole. As for the multiplicity: 1. The HOMO-LUMO gap comes out at 7.43 eV. The electronic energy comes out at -990.5203 a.u.